Density functional theory data (ωB97M-V/def2-TZVPD) for a structure of composition C39H38AsN14NdO3 at a distorted geometry.

Each line ends with the Mulliken spin population.
CARTESIAN COORDINATES (ANGSTROEM)
Nd  0.1743  -0.4331  0.2412  3.01
N  -3.6747  0.5487  0.9026  0.00
C  -2.7436  1.2000  1.6964  0.00
N  -3.0641  2.1295  2.5719  0.00
N  -1.9111  2.6341  2.9877  0.00
N  -0.9188  2.0258  2.4125  0.00
N  -1.4166  1.0912  1.5577  0.00
C  -3.3699  -0.4394  -0.0170  0.00
N  -4.3047  -1.1853  -0.5602  0.00
N  -3.6550  -1.9249  -1.4817  0.00
N  -2.4229  -1.6205  -1.5186  0.00
N  -2.1257  -0.6539  -0.5367  0.00
H  -4.6118  0.6546  1.1955  0.00
O  -1.4885  -4.7231  6.0997  0.00
C  -1.0436  -3.4313  6.3826  0.00
C  -0.6135  -2.7070  5.0918  0.00
C  -0.3290  -1.3642  4.9949  0.00
C  0.0015  -0.8764  3.7440  0.00
N  0.1703  -1.5976  2.6470  0.00
C  -0.1109  -2.9114  2.7243  0.00
C  -0.5292  -3.4632  3.9417  0.00
C  -0.1644  -3.6926  1.4249  0.00
C  -0.4352  -5.0489  1.4197  0.00
C  -0.5976  -5.6532  0.1661  0.00
C  -0.8363  -7.1594  0.0732  0.00
O  -0.4562  -7.8669  1.2629  0.00
C  -0.5248  -4.8706  -0.9530  0.00
C  -0.3085  -3.5086  -0.8658  0.00
N  -0.1160  -2.9349  0.3089  0.00
H  -1.1540  -5.3830  6.7410  0.00
H  -0.1604  -3.4941  7.0413  0.00
H  -1.7651  -2.8189  6.8625  0.00
H  -0.4165  -0.6920  5.8312  0.00
H  0.2228  0.1576  3.6709  0.00
H  -0.7252  -4.5486  4.0843  0.00
H  -0.4982  -5.6287  2.3795  0.00
H  -0.3545  -7.6018  -0.7993  0.00
H  -1.9308  -7.2777  0.0182  0.00
H  0.4642  -8.0048  1.2119  0.00
H  -0.6411  -5.2322  -1.9697  0.00
H  -0.3772  -2.8403  -1.7461  0.00
C  -0.4877  1.7428  -7.4752  0.00
C  -0.5317  2.8322  -6.6050  0.00
C  -0.4797  2.6699  -5.2564  0.00
C  -0.2043  1.3913  -4.7482  0.00
C  -0.0710  0.3342  -5.6136  0.00
C  -0.2865  0.4805  -6.9892  0.00
As  -0.5091  0.8126  -2.9201  0.00
C  0.1474  2.3231  -1.8417  0.00
C  1.4478  2.5688  -1.4656  0.00
C  1.7019  3.6569  -0.6505  0.00
C  0.6895  4.5700  -0.3974  0.00
C  -0.6008  4.3866  -0.8641  0.00
C  -0.9275  3.2323  -1.5430  0.00
C  -2.2644  2.8092  -2.0153  0.00
C  -3.4177  3.5885  -1.8758  0.00
C  -4.5722  3.1722  -2.5142  0.00
C  -4.6304  1.9863  -3.2395  0.00
C  -3.4661  1.1872  -3.3147  0.00
C  -2.2948  1.6256  -2.7400  0.00
H  -0.6381  1.9568  -8.5018  0.00
H  -0.7353  3.8427  -6.9519  0.00
H  -0.6385  3.5857  -4.6458  0.00
H  0.0999  -0.6534  -5.1824  0.00
H  -0.2478  -0.3943  -7.6637  0.00
H  2.1715  1.8183  -1.7363  0.00
H  2.7223  3.8508  -0.3306  0.00
H  0.9403  5.4452  0.1595  0.00
H  -1.3350  5.1399  -0.6177  0.00
H  -3.4414  4.5899  -1.4629  0.00
H  -5.4407  3.8583  -2.4730  0.00
H  -5.4779  1.6249  -3.7922  0.00
H  -3.5191  0.1788  -3.8067  0.00
C  2.2086  3.3114  2.7507  0.00
N  3.2128  2.4427  2.1569  0.00
C  4.5959  2.8519  2.3414  0.00
C  5.5446  1.8938  1.7014  0.00
C  4.9976  1.3012  0.4200  0.00
N  3.7265  0.6807  0.6950  0.00
C  3.4498  -0.4884  -0.1018  0.01
C  2.7919  1.3501  1.4399  0.00
O  1.6264  0.9810  1.5088  0.00
H  2.5406  4.3438  2.5184  0.00
H  2.2233  3.2377  3.8569  0.00
H  1.2419  3.0614  2.3449  0.00
H  4.7966  2.9491  3.4693  0.00
H  4.7650  3.8327  1.8895  0.00
H  5.7398  1.0136  2.3382  0.00
H  6.4982  2.3676  1.4838  0.00
H  5.6333  0.5373  -0.0098  0.00
H  4.8541  2.0400  -0.3841  0.00
H  2.7300  -2.3630  0.2275  0.00
H  4.4239  -0.9389  -0.2307  0.00
H  2.6205  -1.4163  -1.8364  0.00
N  2.4443  -1.3944  0.3296  0.00
C  2.3941  -0.6620  -1.0746  -0.01

Output
* multiplicity: 4
* relative energy (zero: lowest compared OMol25 entry of this formula, charge and spin): 2.974 eV

***

Density functional theory data (ωB97M-V/def2-TZVPD) for a cluster of 2 separate species, C2H5NO3 in total at a distorted geometry.

Each line ends with the Mulliken charge.
CARTESIAN COORDINATES (ANGSTROEM)
C  2.9389  0.0780  -0.0732  0.68
C  -1.0488  0.7295  -0.5904  -0.40
N  -0.6243  -0.5819  0.2067  -0.34
O  3.5987  1.0129  0.1242  -0.34
O  2.2119  -0.8235  -0.1794  -0.42
O  -2.3078  0.9954  0.0441  -0.51
H  -1.1578  0.4920  -1.6634  0.10
H  0.1731  -1.1050  -0.1732  0.25
H  -1.2290  -1.4006  0.1584  0.37
H  -0.2669  -0.4926  1.1454  0.31
H  -2.2880  1.0958  1.0007  0.29

Output
* relative energy (zero: lowest compared OMol25 entry of this formula, charge and spin): 3.580 eV

***

Density functional theory data (ωB97M-V/def2-TZVPD) for a structure of composition C24H33I2N3O7P2PtSb at a distorted geometry.

Each line ends with the Mulliken spin population.
CARTESIAN COORDINATES (ANGSTROEM)
Pt  0.0397  1.7535  0.7683  0.99
N  3.3789  3.2370  -2.5547  0.00
C  1.9149  3.6523  -2.3624  0.00
C  1.4659  4.4683  -3.5756  0.00
P  1.0512  2.0080  -2.3030  0.03
O  -0.4923  2.4111  -2.3230  0.00
O  1.5247  1.2982  -3.5176  0.01
O  1.3958  1.3786  -0.9432  0.10
P  1.8734  4.6278  -0.7970  0.00
O  0.3939  4.3621  -0.2214  0.02
O  2.1436  6.0447  -1.0686  0.00
O  2.8202  3.8062  0.1205  0.01
H  3.3894  2.4081  -3.1590  0.00
H  3.7832  3.0141  -1.6423  0.00
H  3.9259  3.9803  -2.9820  0.00
H  1.6022  3.9018  -4.4990  0.00
H  2.0125  5.4111  -3.6253  0.00
H  0.4082  4.7095  -3.4835  0.00
H  -0.9556  2.1087  -3.1255  0.00
H  -0.2010  5.1139  -0.3940  0.00
C  0.2184  -1.7302  -2.7919  0.00
C  -0.9398  -0.8607  -2.3641  -0.02
C  -1.7723  -0.3189  -3.3488  0.01
C  -2.8389  0.5145  -3.0373  0.01
C  -3.1078  0.8333  -1.7134  0.01
C  -2.2899  0.3177  -0.7200  0.03
C  -1.2147  -0.5317  -1.0296  0.09
Sb  -0.0767  -1.0034  0.7199  0.29
C  1.2385  -2.6466  0.3751  0.09
C  0.6882  -3.9131  0.5766  0.00
C  1.4603  -5.0456  0.3458  0.00
C  2.7728  -4.9020  -0.0772  0.00
C  3.3145  -3.6341  -0.2575  0.00
C  2.5675  -2.4821  -0.0293  -0.02
C  3.1878  -1.1208  -0.2283  0.02
C  -1.6056  -2.0499  1.7969  0.08
C  -2.8273  -2.2971  1.1608  0.00
C  -3.8207  -3.0258  1.7976  0.00
C  -3.5954  -3.5222  3.0755  0.00
C  -2.3771  -3.3000  3.6980  0.00
C  -1.3605  -2.5694  3.0784  -0.03
C  -0.0423  -2.4393  3.8086  0.01
H  -0.0014  -2.2220  -3.7409  0.00
H  0.4485  -2.4975  -2.0585  0.00
H  1.1130  -1.1137  -2.9433  0.00
H  -1.5748  -0.5677  -4.3874  0.00
H  -3.4661  0.9090  -3.8290  0.00
H  -3.9447  1.4718  -1.4564  0.00
H  -2.5231  0.5480  0.3171  -0.02
H  -0.3399  -4.0294  0.9002  0.00
H  1.0333  -6.0307  0.5013  0.00
H  3.3829  -5.7794  -0.2624  0.00
H  4.3461  -3.5314  -0.5808  0.00
H  4.2560  -1.2085  -0.4260  0.00
H  3.0546  -0.4899  0.6545  -0.01
H  2.7264  -0.5981  -1.0677  0.00
H  -3.0066  -1.9352  0.1593  0.00
H  -4.7605  -3.2147  1.2911  0.00
H  -4.3630  -4.0982  3.5794  0.00
H  -2.1932  -3.7184  4.6865  0.00
H  -0.1472  -1.8431  4.7188  0.00
H  0.7409  -1.9759  3.2114  0.01
H  0.3254  -3.4245  4.1093  0.00
I  2.3033  2.5782  1.9355  0.22
I  1.8667  1.0901  4.2780  0.00
N  -3.0098  3.1224  3.5026  0.00
C  -2.1099  2.2784  2.9653  0.01
N  -1.8547  1.1279  3.6037  0.00
O  -1.6018  2.5812  1.8524  0.03
H  -3.3796  2.9932  4.4248  0.00
H  -3.2008  3.9805  3.0215  0.00
H  -2.1552  0.9957  4.5529  0.00
H  -1.0184  0.6340  3.3397  0.00

Output
* multiplicity: 3
* net charge: +1
* electronic energy: -3262.98141 Eh

***

Density functional theory data (ωB97M-V/def2-TZVPD) for an isolated molecule of C3H5N5 at a distorted geometry.

Each line ends with the Mulliken charge.
CARTESIAN COORDINATES (ANGSTROEM)
H  1.6016  0.5174  2.2962  0.20
N  0.8574  -0.0957  2.7657  -0.71
C  0.1694  -0.3172  1.6077  0.41
C  0.6557  0.1552  0.3727  -0.24
C  -0.1567  0.3263  -0.7413  0.66
N  0.3665  0.5921  -2.0286  -0.60
N  -1.3112  -0.3573  -0.6720  -0.07
N  -1.8649  -0.9018  0.5591  -0.42
N  -1.0883  -0.9709  1.5330  -0.16
H  1.7586  0.5230  0.3421  0.10
H  -0.2060  -0.1089  -2.7267  0.28
H  1.3870  0.6198  -2.0807  0.25
H  -2.1691  0.0181  -1.2272  0.30

Output
* relative energy (zero: lowest compared OMol25 entry of this formula, charge and spin): 4.136 eV
* structure (SMILES): [H]/N=c1\cc(N)[nH]nn1

***

> Number 3 is which compound?

C24H33I2N3O7P2PtSb